The following is a DFT calculation (wB97M-V/def2-TZVPD) of a structure of composition C4H10N2 at a distorted geometry.

The geometry in XYZ format:
```
16
Properties=species:S:1:pos:R:3:forces:R:3
C 1.90930 -1.00595 0.09779 2.7505 -0.3200 0.6027
C 0.97916 1.24247 -0.02158 1.9232 0.6304 0.7217
C -0.06314 0.28549 0.36246 0.5792 -0.8505 1.8494
C -1.48415 0.52747 -0.00108 -0.0709 -0.8153 -0.7403
H 3.18837 -0.60163 -0.13443 -4.0832 -1.5673 0.4556
H 1.76717 -0.81687 1.30613 0.7140 -1.1144 -2.8467
H 1.68048 -2.11493 -0.30911 1.0317 2.3886 1.4682
H 1.81489 1.64262 0.70121 -1.5335 -1.5621 -1.1768
H 0.79528 2.04874 -0.72643 -0.4255 -0.3542 -0.1677
H 0.12144 -0.27181 1.36664 -0.8969 1.3198 -1.5486
H -1.85695 1.17278 0.79363 -0.3007 0.2532 -0.2361
H -1.50242 1.05624 -1.00965 -0.1976 -0.5706 1.1381
H -1.75062 -1.47652 -0.56948 -1.5564 1.7017 1.1963
H -3.19896 -0.51027 -0.30938 1.0034 -0.9197 0.1799
N 0.95822 -0.15981 -0.60181 0.3122 1.6199 0.8253
N -2.25904 -0.75808 0.06829 0.7504 0.1604 -1.7210
```
Positions in Å, forces in eV/Å.

The total charge is 0. For the HOMO energy, the calculation gives -0.3485 Ha. For the strongest force on any atom, the calculation gives 4.40 eV/Å. As for the total energy: -267.79536 hartree. As for the energy relative to the best compared isomer or geometry (same formula, charge and spin): 3.537 eV.

Löwdin atomic charge list, values in e, 8 entries:
1. C -0.181
2. C -0.135
3. C -0.384
4. C -0.265
5. H 0.153
6. H 0.097
7. H 0.103
8. H 0.137